A | This record from the OMol25 dataset describes the ion C3H5N2 with charge +1. The level of theory is ωB97M-V/def2-TZVPD.

The geometry in XYZ format:
```
10
Properties=species:S:1:pos:R:3
C -0.44 0.54 0.94
C -0.79 -0.71 0.46
N -0.02 -0.90 -0.63
C 0.80 0.14 -0.86
N 0.54 1.00 0.12
H -0.88 0.98 1.81
H -1.43 -1.38 1.01
H -0.08 -1.69 -1.25
H 1.47 0.05 -1.70
H 0.84 1.97 0.11
```

Summary:
Kohn-Sham gap in hartree: 0.4142
HOMO in eV: -14.92
SMILES: c1c[nH+]c[nH]1
Net charge: +1

Charges per atom according to Löwdin partitioning, unit e:
1. C -0.0172
2. C -0.0152
3. N 0.1008
4. C -0.0150
5. N 0.1170
6. H 0.1424
7. H 0.1409
8. H 0.1884
9. H 0.1687
10. H 0.1892

=====

B | This record from the OMol25 dataset describes the ion C3H5N2 with charge +1. The level of theory is ωB97M-V/def2-TZVPD.

The geometry in XYZ format:
```
10
Properties=species:S:1:pos:R:3
C 1.43 0.41 0.11
C -0.45 -0.89 -0.45
C -0.84 0.71 0.46
N 0.32 1.18 0.59
N 0.95 -0.67 -0.43
H -0.82 -1.71 0.16
H -0.92 -0.82 -1.43
H -1.80 1.07 0.77
H 0.54 2.08 1.04
H 1.60 -1.35 -0.82
```

Summary:
Kohn-Sham gap in hartree: 0.3143
HOMO in eV: -14.45
Net charge: +1

Charges per atom according to Löwdin partitioning, unit e:
1. C 0.0041
2. C 0.0268
3. C 0.1909
4. N 0.0696
5. N -0.0178
6. H 0.1235
7. H 0.1250
8. H 0.1338
9. H 0.1769
10. H 0.1671

=====

Most stable structure, least stable structure: A, B.

=====

A | This record from the OMol25 dataset describes a cluster of 2 separate species, C5H13N in total. The level of theory is ωB97M-V/def2-TZVPD.

The geometry in XYZ format:
```
19
Properties=species:S:1:pos:R:3
C 2.77 -0.38 -0.41
N 1.41 -0.58 0.06
C -1.42 -0.70 -0.51
C -1.82 0.22 0.51
C -0.97 0.68 -1.10
C -0.93 0.48 1.65
H 3.56 -0.75 0.26
H 2.94 -0.82 -1.42
H 2.99 0.69 -0.50
H 1.42 -1.45 0.59
H -2.19 -1.27 -1.03
H -0.55 -1.34 -0.30
H -2.84 0.57 0.52
H 0.07 0.83 -0.77
H -0.98 0.50 -2.19
H -1.45 1.67 -1.04
H -0.94 1.54 1.92
H -1.16 -0.14 2.51
H 0.08 0.25 1.26
```

Summary:
Kohn-Sham gap in hartree: 0.1810
HOMO in eV: -5.45

Charges per atom according to Löwdin partitioning, unit e:
1. C -0.3494
2. N -0.2478
3. C -0.1392
4. C -0.1204
5. C -0.0635
6. C -0.0678
7. H 0.0379
8. H 0.0388
9. H 0.0348
10. H -0.0336
11. H 0.1205
12. H 0.0944
13. H 0.1352
14. H 0.0723
15. H 0.1291
16. H 0.1222
17. H 0.0929
18. H 0.1055
19. H 0.0381

=====

B | This record from the OMol25 dataset describes an isolated molecule of C5H13N. The level of theory is ωB97M-V/def2-TZVPD.

The geometry in XYZ format:
```
19
Properties=species:S:1:pos:R:3
C -2.03 0.03 0.97
C -0.76 0.80 1.29
C 0.11 1.01 0.03
N 0.49 -0.29 -0.58
C 1.22 -1.25 0.28
C 1.03 -0.19 -1.93
H -1.81 -0.99 0.67
H -2.61 0.45 0.16
H -2.71 -0.03 1.84
H -0.98 1.82 1.69
H -0.22 0.26 2.09
H -0.46 1.61 -0.68
H 1.05 1.50 0.30
H 0.51 -1.57 1.02
H 1.56 -2.11 -0.31
H 2.08 -0.76 0.78
H 0.99 -1.16 -2.43
H 2.04 0.19 -1.86
H 0.51 0.59 -2.47
```

Summary:
Kohn-Sham gap in hartree: 0.3338
HOMO in eV: -7.97
SMILES: CCCN(C)C

Charges per atom according to Löwdin partitioning, unit e:
1. C -0.1246
2. C -0.2557
3. C -0.2149
4. N -0.2987
5. C -0.0861
6. C -0.1078
7. H 0.0601
8. H 0.0677
9. H 0.0733
10. H 0.1124
11. H 0.0964
12. H 0.1130
13. H 0.1083
14. H 0.0625
15. H 0.0836
16. H 0.0850
17. H 0.0805
18. H 0.0680
19. H 0.0771

=====

C | This record from the OMol25 dataset describes an isolated molecule of C5H13N. The level of theory is ωB97M-V/def2-TZVPD.

The geometry in XYZ format:
```
19
Properties=species:S:1:pos:R:3
C 0.82 2.53 -1.01
C -0.28 1.35 -0.88
N 0.45 0.23 -0.28
C -0.42 -0.71 0.53
C -0.92 -2.08 -0.14
C 0.44 -1.10 1.71
H 1.26 2.69 -1.89
H 0.53 3.60 -0.63
H 1.66 2.15 -0.30
H -0.73 1.21 -1.84
H -1.17 1.49 -0.30
H 0.97 -0.33 -0.96
H -1.23 -0.07 0.75
H -1.89 -2.10 0.27
H -0.40 -3.01 0.27
H -1.00 -2.01 -1.22
H 0.62 -0.46 2.47
H 1.39 -1.45 1.35
H -0.08 -1.94 2.09
```

Summary:
Kohn-Sham gap in hartree: 0.3566
HOMO in eV: -8.55
SMILES: CCNC(C)C

Charges per atom according to Löwdin partitioning, unit e:
1. C -0.0739
2. C -0.2534
3. N -0.0843
4. C -0.3879
5. C -0.0458
6. C -0.0775
7. H -0.0175
8. H 0.0909
9. H 0.0880
10. H 0.0802
11. H 0.0891
12. H 0.1111
13. H 0.0983
14. H 0.0434
15. H 0.0943
16. H 0.0647
17. H 0.0407
18. H 0.0868
19. H 0.0528

=====

D | This record from the OMol25 dataset describes an isolated molecule of C5H13N. The level of theory is ωB97M-V/def2-TZVPD.

The geometry in XYZ format:
```
19
Properties=species:S:1:pos:R:3
C -0.43 -0.13 -2.39
C -0.51 0.73 -1.03
C -0.36 -0.03 0.27
C 0.60 -1.28 0.07
C 0.15 0.91 1.35
N 0.46 0.28 2.64
H -1.24 0.23 -3.04
H 0.60 -0.02 -2.88
H -0.56 -1.23 -2.22
H 0.17 1.53 -1.14
H -1.51 1.19 -1.05
H -1.32 -0.39 0.59
H 0.53 -1.89 -0.78
H 1.58 -0.92 0.18
H 0.30 -1.92 0.82
H 1.09 1.28 1.05
H -0.53 1.75 1.50
H -0.26 0.12 3.28
H 1.25 -0.23 2.79
```

Summary:
Kohn-Sham gap in hartree: 0.3625
HOMO in eV: -8.67
SMILES: CC[C@@H](C)CN

Charges per atom according to Löwdin partitioning, unit e:
1. C -0.0983
2. C -0.2260
3. C -0.3618
4. C -0.0483
5. C -0.2517
6. N 0.0250
7. H 0.0547
8. H 0.0896
9. H 0.0593
10. H 0.0854
11. H 0.1024
12. H 0.1233
13. H 0.0362
14. H 0.0711
15. H 0.0452
16. H 0.0999
17. H 0.1204
18. H 0.0488
19. H 0.0247

=====

Most stable structure, least stable structure: B, A.

=====

A | This record from the OMol25 dataset describes an isolated molecule of C5H13N. The level of theory is ωB97M-V/def2-TZVPD.

The geometry in XYZ format:
```
19
Properties=species:S:1:pos:R:3
C 1.69 -1.40 -0.61
C 1.05 -0.29 0.19
C -0.48 -0.28 -0.01
C -0.94 0.07 -1.40
C -1.10 0.56 1.09
N -0.65 1.91 1.08
H 1.51 -1.26 -1.65
H 2.75 -1.61 -0.36
H 1.16 -2.32 -0.31
H 1.30 -0.35 1.25
H 1.43 0.68 -0.18
H -0.76 -1.35 0.21
H -2.04 0.01 -1.54
H -0.66 1.12 -1.53
H -0.51 -0.44 -2.23
H -2.14 0.59 0.93
H -0.84 0.00 2.01
H 0.38 1.97 1.20
H -1.14 2.38 1.85
```

Summary:
Kohn-Sham gap in hartree: 0.3787
HOMO in eV: -9.18
SMILES: CC[C@H](C)CN

Charges per atom according to Löwdin partitioning, unit e:
1. C -0.1099
2. C -0.2617
3. C -0.4154
4. C -0.0729
5. C -0.3101
6. N -0.0014
7. H 0.0546
8. H 0.0820
9. H 0.0747
10. H 0.1100
11. H 0.1132
12. H 0.1427
13. H 0.0888
14. H 0.0835
15. H 0.0521
16. H 0.0974
17. H 0.1170
18. H 0.0772
19. H 0.0783

=====

B | This record from the OMol25 dataset describes an isolated molecule of C5H13N. The level of theory is ωB97M-V/def2-TZVPD.

The geometry in XYZ format:
```
19
Properties=species:S:1:pos:R:3
C -2.03 0.37 0.82
C -1.61 -0.44 -0.57
C -0.13 -1.01 -0.45
N 0.76 -0.07 0.20
C 2.02 -0.59 0.57
C 0.95 1.31 -0.46
H -2.99 0.89 0.61
H -2.05 -0.36 1.77
H -1.31 1.17 1.10
H -1.46 0.30 -1.43
H -2.49 -1.16 -0.84
H -0.15 -1.89 0.15
H 0.18 -1.42 -1.41
H 1.96 -1.72 0.94
H 2.47 0.14 1.28
H 2.82 -0.49 -0.40
H 1.48 1.92 0.29
H 1.64 1.31 -1.49
H -0.06 1.76 -0.67
```

Summary:
Kohn-Sham gap in hartree: 0.3465
HOMO in eV: -8.36
SMILES: CCCN(C)C

Charges per atom according to Löwdin partitioning, unit e:
1. C -0.1179
2. C -0.1992
3. C -0.2654
4. N -0.3177
5. C -0.1664
6. C -0.0880
7. H 0.0514
8. H 0.1020
9. H 0.0343
10. H 0.0901
11. H 0.1199
12. H 0.0858
13. H 0.1058
14. H 0.1192
15. H 0.0670
16. H 0.1202
17. H 0.0687
18. H 0.1272
19. H 0.0628

=====

Most stable structure, least stable structure: A, B.

=====

A | This record from the OMol25 dataset describes an isolated molecule of C5H13N. The level of theory is ωB97M-V/def2-TZVPD.

The geometry in XYZ format:
```
19
Properties=species:S:1:pos:R:3
C 0.80 1.39 1.77
C 1.12 0.68 0.45
N -0.05 0.10 -0.18
C -1.01 1.07 -0.67
C 0.10 -1.08 -1.03
C -0.79 -2.24 -0.54
H 1.27 2.36 1.80
H -0.26 1.51 1.88
H 1.22 0.79 2.58
H 1.67 1.35 -0.23
H 1.77 -0.17 0.64
H -0.58 1.70 -1.46
H -1.34 1.74 0.12
H -1.96 0.60 -0.94
H 1.15 -1.35 -0.94
H -0.17 -0.83 -2.06
H -0.95 -2.10 0.51
H -1.72 -2.32 -1.09
H -0.27 -3.20 -0.63
```

Summary:
Kohn-Sham gap in hartree: 0.3359
HOMO in eV: -7.97
SMILES: CCN(C)CC

Charges per atom according to Löwdin partitioning, unit e:
1. C -0.0784
2. C -0.2634
3. N -0.2706
4. C -0.1013
5. C -0.2443
6. C -0.0828
7. H 0.0663
8. H 0.0541
9. H 0.0666
10. H 0.1104
11. H 0.1053
12. H 0.0876
13. H 0.0658
14. H 0.0887
15. H 0.1044
16. H 0.1049
17. H 0.0619
18. H 0.0633
19. H 0.0614

=====

B | This record from the OMol25 dataset describes a structure of composition C5H13N. The level of theory is ωB97M-V/def2-TZVPD.

The geometry in XYZ format:
```
19
Properties=species:S:1:pos:R:3
C 0.81 -0.87 -0.77
C -0.52 -0.56 -1.19
C -0.82 0.87 -1.36
C -0.15 -1.54 0.40
C -0.26 -0.64 1.69
N 0.78 2.11 0.44
H 1.43 -0.10 -0.33
H 1.33 -1.58 -1.41
H -1.13 -1.21 -1.79
H -0.48 1.35 -2.26
H -1.84 1.11 -1.06
H -0.12 1.62 -0.33
H 0.61 -2.29 0.67
H -1.14 -1.98 0.35
H 0.78 -0.51 1.99
H -0.75 0.29 1.46
H -0.80 -1.20 2.46
H 0.60 2.92 1.03
H 1.67 2.21 -0.02
```

Summary:
Kohn-Sham gap in hartree: 0.2533
HOMO in eV: -6.72

Charges per atom according to Löwdin partitioning, unit e:
1. C -0.0793
2. C -0.2179
3. C -0.1409
4. C -0.1880
5. C -0.0877
6. N -0.1081
7. H 0.0949
8. H 0.1198
9. H 0.1225
10. H 0.0722
11. H 0.0486
12. H 0.0145
13. H 0.1236
14. H 0.1189
15. H 0.0693
16. H 0.0534
17. H 0.0713
18. H -0.0432
19. H -0.0440

=====

C | This record from the OMol25 dataset describes a structure of composition C5H13N. The level of theory is ωB97M-V/def2-TZVPD.

The geometry in XYZ format:
```
19
Properties=species:S:1:pos:R:3
C -1.19 -0.07 -2.23
C -1.60 -1.14 -0.78
C -1.14 -0.56 0.51
C 0.26 -0.81 0.91
N 1.44 -0.04 0.32
C 1.21 1.45 0.39
H -1.80 -0.17 -3.13
H -0.17 -0.50 -2.47
H -1.11 0.95 -1.89
H -2.67 -1.45 -0.97
H -1.09 -2.07 -1.13
H 0.46 -0.60 2.01
H -1.78 -0.12 1.27
H 2.94 1.08 2.74
H 0.46 -1.86 0.67
H 2.31 1.35 2.95
H 0.74 0.78 -0.47
H 0.60 1.82 1.19
H 2.12 1.94 0.10
```

Summary:
Kohn-Sham gap in hartree: 0.1859
HOMO in eV: -6.39

Charges per atom according to Löwdin partitioning, unit e:
1. C -0.0474
2. C -0.1906
3. C -0.1524
4. C -0.2886
5. N -0.0784
6. C -0.0784
7. H 0.0312
8. H 0.0476
9. H 0.0155
10. H 0.0863
11. H 0.0857
12. H 0.1212
13. H 0.0772
14. H 0.0389
15. H 0.0948
16. H 0.0234
17. H 0.0942
18. H 0.0535
19. H 0.0663

=====

Most stable structure, least stable structure: A, C.